[1]
ORCA calculation (ωB97M-V/def2-TZVPD) on a gas-phase ion, C24H45FN3O (charge +1) in a non-equilibrium geometry.

electronic energy = -34843.60781 eV
highest occupied orbital energy = -12.28 eV

The geometry in ORCA input format:
```
! wB97M-V def2-TZVPD RIJCOSX def2/J DEFGRID3
* xyz 1 1
C -1.339 0.682 3.142
C -1.422 0.387 1.639
C -2.286 1.364 0.845
C -3.722 0.914 0.531
C -4.292 -0.145 1.454
C -4.052 -1.581 0.989
C -3.719 -2.513 2.134
C -3.084 -3.825 1.703
C -1.730 -3.639 1.027
C -1.769 -3.652 -0.508
C -0.803 -2.646 -1.177
C 0.371 -3.356 -1.820
C 1.314 -2.438 -2.607
C 2.780 -2.608 -2.257
C 3.091 -2.283 -0.800
C 3.072 -0.790 -0.563
C 3.532 -0.379 0.814
C 3.573 1.130 1.059
C 2.363 1.903 0.546
C 2.549 2.430 -0.883
C 1.367 3.176 -1.289
N 0.294 2.616 -1.815
N -0.519 3.633 -2.019
F -1.710 3.442 -2.562
C -0.041 4.810 -1.670
N 1.185 4.543 -1.191
C 2.167 5.497 -0.698
C 3.167 5.844 -1.811
O 4.111 6.579 -1.621
H -2.001 0.047 3.707
H -0.328 0.545 3.485
H -1.598 1.710 3.342
H -0.417 0.455 1.245
H -1.725 -0.636 1.492
H -1.788 1.588 -0.087
H -2.317 2.291 1.398
H -4.352 1.788 0.618
H -3.794 0.613 -0.504
H -5.360 0.012 1.477
H -3.954 0.013 2.468
H -4.917 -1.967 0.469
H -3.227 -1.587 0.292
H -4.620 -2.698 2.703
H -3.028 -2.021 2.810
H -3.781 -4.361 1.070
H -2.950 -4.424 2.594
H -1.093 -4.450 1.346
H -1.274 -2.730 1.397
H -1.478 -4.642 -0.817
H -2.770 -3.478 -0.864
H -0.408 -2.021 -0.384
H -1.323 -2.005 -1.876
H 0.922 -3.841 -1.028
H -0.001 -4.124 -2.480
H 1.195 -2.609 -3.666
H 1.026 -1.405 -2.451
H 3.338 -1.892 -2.848
H 3.151 -3.582 -2.541
H 4.064 -2.691 -0.568
H 2.378 -2.769 -0.146
H 3.726 -0.322 -1.294
H 2.069 -0.426 -0.751
H 2.968 -0.872 1.593
H 4.549 -0.728 0.925
H 4.498 1.551 0.690
H 3.587 1.267 2.129
H 2.163 2.735 1.209
H 1.496 1.264 0.597
H 2.630 1.619 -1.580
H 3.428 3.056 -0.917
H -0.511 5.764 -1.744
H 1.682 6.413 -0.412
H 2.723 5.062 0.115
H 2.972 5.395 -2.803
*
```



[2]
ORCA calculation (ωB97M-V/def2-TZVPD) on a molecular structure, C27H19ClCuN6O5S in a non-equilibrium geometry.

relative energy (zero: lowest compared OMol25 entry of this formula, charge and spin) = 38.2 kJ/mol
electronic energy = -115485.25317 eV
highest occupied orbital energy (spin up / spin down) = -5.48 / -5.48 eV

The geometry in ORCA input format:
```
! wB97M-V def2-TZVPD RIJCOSX def2/J DEFGRID3
* xyz -1 1
Cu -0.146 0.491 -0.988
C -4.433 3.838 -0.403
C -3.113 3.778 0.025
C -2.332 2.686 -0.287
C -2.872 1.614 -1.007
C -4.206 1.678 -1.431
C -4.967 2.791 -1.140
N -2.051 0.555 -1.320
N -2.644 -0.553 -1.658
C -1.829 -1.602 -1.885
C -2.296 -2.707 -2.622
C -1.448 -3.763 -2.842
C -0.154 -3.723 -2.316
C 0.220 -2.619 -1.577
N -0.581 -1.587 -1.363
H -5.035 4.709 -0.186
H -2.690 4.597 0.587
H -1.298 2.628 0.024
H -4.611 0.862 -2.010
H -5.986 2.846 -1.498
H -3.298 -2.688 -3.016
H -1.771 -4.618 -3.421
H 0.538 -4.536 -2.472
H 1.199 -2.552 -1.120
Cl 0.684 -1.434 -7.830
C 0.907 -0.446 -6.425
C 1.584 0.759 -6.527
C 1.785 1.526 -5.392
C 1.315 1.094 -4.155
C 0.623 -0.106 -4.087
C 0.409 -0.881 -5.210
C 1.623 1.920 -2.904
O 2.213 2.980 -3.055
O 1.301 1.446 -1.760
H 1.954 1.079 -7.489
H 2.318 2.465 -5.442
H 0.257 -0.431 -3.126
H -0.127 -1.815 -5.129
O 0.920 -2.259 9.024
S 1.213 -2.774 7.701
O 0.053 -3.158 6.920
O 2.348 -3.685 7.611
C 1.939 -1.337 6.810
N 2.872 -0.664 7.456
C 3.470 0.308 6.794
C 3.143 0.630 5.482
C 2.162 -0.157 4.880
N 1.576 -1.141 5.565
C 1.676 0.022 3.503
C 2.250 0.894 2.578
C 1.683 1.010 1.321
N 0.607 0.324 0.950
C 0.071 -0.533 1.817
C 0.565 -0.717 3.090
H 4.235 0.854 7.336
H 3.625 1.450 4.976
H 3.122 1.479 2.821
H 2.101 1.669 0.572
H -0.788 -1.085 1.463
H 0.117 -1.411 3.785
*
```



[3]
ORCA calculation (ωB97M-V/def2-TZVPD) on a gas-phase ion, C4H8NO2 (charge -1).

relative energy (zero: lowest compared OMol25 entry of this formula, charge and spin) = 50.1 kJ/mol
electronic energy = -9864.26727 eV
highest occupied orbital energy = -3.93 eV

The geometry in ORCA input format:
```
! wB97M-V def2-TZVPD RIJCOSX def2/J DEFGRID3
* xyz -1 1
C -0.930 0.006 2.910
C -1.120 0.364 1.427
N -0.447 -0.597 0.583
C -0.554 -0.308 -0.855
C 0.818 0.041 -1.503
O 1.762 0.212 -0.706
O 0.796 0.171 -2.747
H -1.709 -0.682 3.259
H -0.987 0.888 3.554
H 0.013 -0.513 3.021
H -2.177 0.358 1.197
H -0.757 1.395 1.246
H 0.552 -0.520 0.777
H -1.318 0.458 -1.035
H -0.956 -1.192 -1.369
*
```



[4]
ORCA calculation (ωB97M-V/def2-TZVPD) on 12 unconnected molecules or ions with the total composition C30H60O39S9 in a non-equilibrium geometry.

relative energy (zero: lowest compared OMol25 entry of this formula, charge and spin) = 0.0 kJ/mol
electronic energy = -209441.31275 eV
highest occupied orbital energy = -9.61 eV

The geometry in ORCA input format:
```
! wB97M-V def2-TZVPD RIJCOSX def2/J DEFGRID3
* xyz 0 1
O -1.919 -2.301 5.755
S -0.679 -2.177 5.042
O -0.558 -1.473 3.803
O 0.423 -1.590 6.113
C 1.177 -2.579 6.784
C 0.591 -3.914 6.205
O 0.184 -3.526 4.920
H 2.233 -2.421 6.568
H 1.123 -2.677 7.870
H -0.280 -4.223 6.789
H 1.294 -4.741 6.257
O -2.457 5.730 1.969
S -1.670 5.345 0.828
O -2.044 5.658 -0.521
O -0.166 5.910 1.100
C 0.629 5.067 1.896
C -0.125 3.747 1.998
O -1.190 3.840 1.013
H 1.628 4.994 1.467
H 0.745 5.461 2.909
H -0.717 3.623 2.907
H 0.491 2.859 1.879
O 1.370 7.463 -3.764
S 0.452 6.408 -3.543
O -0.950 6.657 -3.728
O 0.981 5.041 -4.282
C 1.127 3.953 -3.379
C 0.480 4.389 -2.066
O 0.739 5.790 -2.069
H 0.701 3.039 -3.792
H 2.198 3.759 -3.293
H 1.029 3.990 -1.217
H -0.570 4.115 -1.973
O -3.012 4.104 -3.757
S -2.853 2.792 -3.259
O -2.899 2.542 -1.852
O -3.894 1.774 -4.022
C -3.289 1.090 -5.095
C -1.889 0.850 -4.619
O -1.535 2.060 -3.922
H -3.891 0.223 -5.354
H -3.230 1.742 -5.975
H -1.125 0.719 -5.379
H -1.839 0.113 -3.818
O 2.694 -0.448 -0.547
S 1.587 0.448 -0.692
O 1.807 1.696 -1.371
O 0.276 -0.255 -1.286
C -0.891 -0.038 -0.479
C -0.340 0.054 0.919
O 0.928 0.714 0.767
H -1.364 0.869 -0.864
H -1.520 -0.907 -0.663
H -0.098 -0.947 1.292
H -0.924 0.501 1.718
O 4.770 4.898 3.823
S 5.237 4.291 2.615
O 6.334 4.890 1.907
O 5.608 2.749 2.870
C 4.490 1.869 2.714
C 3.677 2.521 1.600
O 3.955 3.911 1.644
H 5.032 0.973 2.422
H 3.984 1.742 3.671
H 2.601 2.390 1.725
H 3.896 2.029 0.650
O -2.622 -2.219 1.087
S -3.358 -3.125 1.904
O -3.770 -2.730 3.212
O -4.583 -3.883 1.155
C -4.625 -5.309 1.439
C -3.411 -5.556 2.342
O -2.559 -4.546 1.890
H -5.579 -5.495 1.920
H -4.485 -5.822 0.489
H -2.893 -6.510 2.387
H -3.652 -5.346 3.396
O -2.813 -2.969 -2.214
S -3.836 -2.170 -2.824
O -4.123 -2.321 -4.224
O -5.235 -2.512 -2.008
C -5.519 -1.535 -0.989
C -4.967 -0.262 -1.585
O -3.804 -0.641 -2.286
H -6.603 -1.512 -0.920
H -5.066 -1.739 -0.024
H -4.669 0.433 -0.802
H -5.655 0.208 -2.288
O -1.386 -3.784 -4.654
S -0.414 -2.744 -4.721
O -0.359 -1.815 -3.620
O 1.041 -3.381 -5.021
C 1.888 -2.507 -5.755
C 0.982 -1.371 -6.244
O -0.337 -1.896 -6.096
H 2.705 -2.168 -5.126
H 2.222 -3.017 -6.657
H 1.121 -1.059 -7.274
H 1.094 -0.475 -5.628
C 0.653 -4.191 -0.928
C 0.508 -4.540 0.538
C 0.945 -6.019 0.578
O 0.932 -6.482 -0.752
C 0.267 -5.536 -1.578
H 1.680 -3.991 -1.228
H -0.070 -3.469 -1.313
H -0.508 -4.346 0.873
H 1.212 -3.985 1.161
H 0.281 -6.619 1.214
H 1.920 -6.101 1.065
H -0.797 -5.734 -1.746
H 0.731 -5.610 -2.566
C -3.619 1.930 2.761
C -2.743 0.773 3.309
C -1.718 1.466 4.223
O -2.025 2.845 4.205
C -3.408 2.991 3.848
H -4.641 1.569 2.665
H -3.186 2.360 1.859
H -2.444 0.225 2.413
H -3.240 0.003 3.902
H -0.679 1.239 3.963
H -1.747 1.083 5.251
H -3.626 3.986 3.469
H -3.991 2.807 4.755
C 6.017 0.767 -1.616
C 6.577 -0.559 -1.116
C 6.979 -0.244 0.318
O 6.731 1.162 0.511
C 6.796 1.787 -0.775
H 4.940 0.767 -1.437
H 6.124 0.936 -2.691
H 7.419 -0.866 -1.736
H 5.778 -1.294 -1.209
H 8.054 -0.364 0.495
H 6.491 -0.798 1.119
H 7.804 1.889 -1.187
H 6.322 2.764 -0.706
*
```